1.
{"formula": "C32H58NO11PS", "method": "wB97M-V/def2-TZVPD", "symbols": ["C", "C", "P", "C", "C", "C", "O", "C", "N", "C", "C", "C", "O", "O", "O", "C", "O", "C", "C", "C", "C", "S", "H", "H", "H", "H", "H", "H", "H", "H", "H", "H", "H", "H", "H", "H", "H", "H", "H", "H", "H", "H", "H", "H", "C", "C", "C", "O", "H", "H", "H", "H", "H", "H", "C", "C", "C", "O", "H", "H", "H", "H", "H", "H", "C", "C", "C", "O", "H", "H", "H", "H", "H", "H", "C", "C", "C", "O", "H", "H", "H", "H", "H", "H", "C", "C", "C", "O", "H", "H", "H", "H", "H", "H", "C", "C", "C", "O", "H", "H", "H", "H", "H", "H"], "positions_angstrom": [[-2.0753, 1.4341, -1.0747], [-0.6478, 1.8668, -1.4695], [0.0803, 0.6049, -2.5924], [1.4673, 1.4310, -3.4883], [0.9681, 2.6744, -4.2057], [0.8294, -0.7718, -1.5402], [1.0015, -1.9582, -2.3500], [0.0785, -2.2379, -3.2003], [-0.8185, -2.5192, -3.8939], [2.2183, -0.2567, -1.0465], [3.4301, -0.6683, -1.8805], [4.5186, 0.3591, -1.7354], [4.9151, 1.0472, -2.6461], [5.0212, 0.4549, -0.4644], [2.4276, -0.8152, 0.2770], [1.4048, -1.6890, 0.4779], [1.5028, -2.7579, 1.0168], [0.1736, -1.0472, -0.1661], [-0.9851, -2.0098, -0.2398], [-1.5248, -2.4990, 1.1207], [-1.1939, -1.6573, 2.3463], [-1.8629, 0.0405, 2.3122], [-2.5569, 1.0279, -1.9493], [-2.6007, 2.3263, -0.7715], [-2.0498, 0.7148, -0.2747], [-0.0096, 1.9816, -0.5925], [-0.7250, 2.8136, -1.9761], [1.8963, 0.7678, -4.2284], [2.2807, 1.7270, -2.8354], [0.3381, 2.4287, -5.0466], [1.8294, 3.1759, -4.6290], [0.4883, 3.3869, -3.5540], [2.1182, 0.8103, -0.8932], [3.7317, -1.6476, -1.5466], [3.1605, -0.6956, -2.9225], [4.8432, 1.3489, -0.1608], [-0.0315, -0.0604, 0.2123], [-1.7685, -1.6268, -0.8772], [-0.6141, -2.8865, -0.7550], [-1.1697, -3.4997, 1.3285], [-2.6026, -2.5674, 1.0889], [-0.1422, -1.6327, 2.5821], [-1.6642, -2.1381, 3.1940], [-0.7255, 0.7439, 2.3976], [9.9251, 0.1279, 1.1264], [8.7126, 0.3640, 1.9920], [7.5269, -0.5402, 1.7745], [8.6886, 1.2430, 2.8226], [10.7003, 0.8454, 1.3841], [10.3066, -0.8815, 1.2863], [9.6617, 0.2500, 0.0748], [7.8074, -1.5781, 1.9601], [7.1652, -0.4363, 0.7508], [6.7292, -0.2625, 2.4592], [-4.3489, -3.2044, -2.4621], [-4.8404, -2.7841, -1.1012], [-5.8573, -3.6721, -0.4276], [-4.4370, -1.7762, -0.5662], [-3.6224, -2.4800, -2.8257], [-3.8700, -4.1836, -2.4007], [-5.1865, -3.2482, -3.1584], [-5.4428, -4.6710, -0.2808], [-6.7560, -3.7343, -1.0414], [-6.1168, -3.2506, 0.5417], [-0.2540, -4.4585, 5.3490], [-1.6795, -4.0263, 5.5931], [-2.4048, -4.6719, 6.7476], [-2.2152, -3.1996, 4.8938], [0.1486, -3.9208, 4.4934], [0.3574, -4.2405, 6.2257], [-0.2186, -5.5293, 5.1436], [-1.8810, -4.4626, 7.6813], [-2.4568, -5.7514, 6.5989], [-3.4141, -4.2729, 6.8098], [-0.9302, 7.4375, -2.0971], [-1.3475, 6.1362, -2.7346], [-2.5240, 6.1793, -3.6775], [-0.7648, 5.1035, -2.5002], [-0.0771, 7.2651, -1.4457], [-0.6504, 8.1576, -2.8674], [-1.7524, 7.8441, -1.5067], [-2.3090, 6.8480, -4.5121], [-3.4111, 6.5348, -3.1515], [-2.7165, 5.1810, -4.0632], [6.3649, 4.5589, 5.4046], [5.6279, 3.8394, 4.2999], [6.1199, 2.4620, 3.9418], [4.6912, 4.3516, 3.7315], [5.9153, 5.5363, 5.5632], [6.3039, 3.9843, 6.3299], [7.4129, 4.6882, 5.1310], [6.0477, 1.8010, 4.8073], [7.1550, 2.5047, 3.6038], [5.5044, 2.0616, 3.1380], [-8.8089, -0.9224, -2.5654], [-8.6964, -2.2747, -3.2246], [-9.9419, -2.8310, -3.8693], [-7.6534, -2.8847, -3.2349], [-7.8460, -0.6429, -2.1438], [-9.1069, -0.1729, -3.2998], [-9.5507, -0.9572, -1.7662], [-10.2864, -2.1595, -4.6569], [-10.7299, -2.9437, -3.1233], [-9.7221, -3.8034, -4.3031]], "forces_ev_per_angstrom": [[0.9, 0.5, -0.3], [0.2, -1.0, 0.6], [-1.4, -0.4, -1.5], [0.1, 0.2, 0.7], [0.4, 0.0, -0.2], [0.7, 2.4, 0.5], [0.7, -0.1, 0.2], [-2.2, -0.4, -0.9], [1.6, 0.2, 0.9], [0.1, -0.9, 0.5], [-0.4, 0.7, -0.2], [0.6, 0.2, -0.9], [-0.4, -0.4, 0.9], [-0.5, -0.2, -0.1], [0.2, -0.7, -0.1], [-0.6, 0.1, 0.8], [0.2, 0.9, -0.2], [0.5, -1.6, -1.5], [-0.2, -0.3, 0.4], [0.1, 0.7, 0.0], [-0.3, -0.1, 0.1], [-0.1, 0.1, 0.1], [-0.4, -0.3, -0.2], [-0.4, 0.1, 0.3], [-0.3, -0.2, 0.2], [0.0, 0.4, 0.2], [0.4, 0.2, -0.3], [0.0, -0.4, -0.1], [0.3, 0.1, 0.2], [-0.5, -0.1, -0.1], [0.3, 0.2, -0.1], [-0.3, 0.1, 0.1], [0.2, 0.3, -0.1], [0.2, -0.3, 0.1], [0.0, -0.1, -0.4], [0.5, 0.4, 0.2], [-0.1, 0.2, 0.7], [-0.4, 0.4, 0.0], [0.1, -0.3, -0.2], [0.2, -0.3, 0.0], [-0.4, 0.0, -0.3], [0.4, 0.1, -0.1], [0.0, 0.0, 0.1], [0.1, -0.1, 0.0], [0.1, 0.2, 0.1], [0.0, -0.1, 0.0], [0.0, 0.1, 0.1], [0.3, 0.0, 0.0], [0.0, 0.0, 0.0], [-0.1, -0.1, -0.1], [0.0, -0.1, 0.0], [0.0, 0.0, -0.2], [0.0, -0.2, 0.0], [0.0, 0.0, 0.0], [0.1, 0.2, 0.1], [0.0, -0.1, -0.2], [0.0, 0.2, 0.2], [0.0, 0.1, 0.1], [0.0, 0.0, 0.0], [-0.1, -0.1, -0.1], [0.0, -0.2, 0.0], [-0.1, -0.1, -0.1], [0.1, -0.2, -0.1], [0.0, 0.0, 0.0], [0.0, 0.2, -0.2], [0.1, 0.0, 0.0], [-0.2, 0.1, -0.1], [-0.2, -0.1, 0.2], [0.0, 0.0, 0.0], [0.0, -0.1, 0.0], [0.1, 0.0, 0.1], [0.1, -0.1, 0.0], [0.1, 0.0, 0.1], [0.0, 0.0, 0.0], [0.2, -0.2, 0.1], [-0.1, 0.1, 0.0], [0.1, -0.2, 0.0], [0.0, -0.1, 0.1], [0.0, 0.0, 0.0], [-0.1, 0.1, 0.0], [0.0, 0.1, -0.1], [-0.1, 0.1, 0.1], [0.0, 0.1, -0.1], [0.0, 0.0, 0.0], [-0.2, 0.2, -0.1], [-0.1, -0.1, 0.0], [-0.3, 0.2, -0.1], [0.0, 0.1, 0.0], [0.0, 0.0, 0.0], [0.1, -0.1, 0.0], [0.0, -0.1, 0.1], [0.2, 0.0, 0.0], [-0.1, -0.1, 0.2], [0.0, 0.0, 0.0], [0.2, -0.1, 0.0], [-0.1, 0.1, 0.0], [0.2, -0.2, 0.0], [0.1, -0.1, 0.0], [0.0, 0.0, 0.0], [-0.1, 0.0, 0.0], [-0.1, 0.1, -0.1], [-0.1, 0.1, 0.1], [-0.1, 0.1, 0.0], [0.0, 0.0, 0.0]], "smiles": "CCP(CC)[C@@]1(OC#N)[C@H](CC(=O)O)OC(=O)[C@@H]1CCCS.CC(C)=O.CC(C)=O.CC(C)=O.CC(C)=O.CC(C)=O.CC(C)=O", "gap_ha": 0.3113, "total_energy_ev": -78259.6603, "relative_energy_kj_mol": 86.5, "max_force_ev_per_a": 2.57}

=====

2.
{"formula": "C23H31N6O2", "method": "wB97M-V/def2-TZVPD", "symbols": ["C", "O", "C", "C", "C", "C", "C", "C", "N", "N", "N", "N", "C", "C", "C", "C", "C", "C", "C", "C", "N", "C", "C", "N", "C", "C", "C", "C", "C", "O", "C", "H", "H", "H", "H", "H", "H", "H", "H", "H", "H", "H", "H", "H", "H", "H", "H", "H", "H", "H", "H", "H", "H", "H", "H", "H", "H", "H", "H", "H", "H", "H"], "positions_angstrom": [[-4.5408, -0.4547, -0.0395], [-3.3410, -0.3140, 0.7050], [-2.5525, 0.7846, 0.5344], [-1.8262, 1.1753, 1.6573], [-0.9577, 2.2533, 1.6196], [-0.7766, 2.9561, 0.4368], [0.2480, 4.0506, 0.3504], [1.6367, 3.4547, 0.0420], [1.9830, 2.4907, 1.0464], [2.5057, 2.8583, 2.2166], [2.5805, 1.8404, 2.9545], [2.1217, 0.7647, 2.3320], [1.7328, 1.1589, 1.1372], [1.2115, 0.2924, 0.0420], [2.3486, -0.1958, -0.8351], [2.1770, -0.2256, -2.2153], [3.2034, -0.6564, -3.0370], [4.4107, -1.0551, -2.4874], [4.5907, -1.0170, -1.1148], [3.5666, -0.5871, -0.2887], [0.3934, -0.8395, 0.6029], [-0.3012, -1.5945, -0.4663], [-1.2110, -2.6572, 0.1424], [-0.4253, -3.5624, 0.9554], [-1.1929, -4.7002, 1.4178], [0.1928, -2.8235, 2.0365], [1.1502, -1.7957, 1.4496], [-1.4839, 2.5624, -0.6942], [-2.3687, 1.4902, -0.6748], [-3.0339, 1.0440, -1.7772], [-3.0889, 1.8647, -2.9252], [-5.1082, 0.4765, -0.0521], [-5.1123, -1.2196, 0.4837], [-4.3425, -0.7769, -1.0628], [-2.0106, 0.6507, 2.5827], [-0.4546, 2.5607, 2.5238], [-0.0026, 4.7609, -0.4363], [0.3053, 4.5856, 1.2991], [2.3922, 4.2415, 0.0715], [1.6533, 2.9711, -0.9373], [0.5183, 0.8829, -0.5701], [1.2404, 0.0936, -2.6507], [3.0602, -0.6755, -4.1059], [5.2116, -1.3871, -3.1286], [5.5318, -1.3168, -0.6821], [3.7226, -0.5464, 0.7787], [-0.3369, -0.4005, 1.1963], [-0.8929, -0.9049, -1.0704], [0.4587, -2.0700, -1.0889], [-1.6707, -3.2235, -0.6695], [-2.0166, -2.1696, 0.7190], [-2.0366, -4.4091, 2.0576], [-0.5377, -5.3623, 1.9788], [-1.5757, -5.2418, 0.5558], [0.7634, -3.5159, 2.6566], [-0.5522, -2.3211, 2.6814], [1.6583, -1.2345, 2.2370], [1.8800, -2.3017, 0.8166], [-1.3391, 3.1140, -1.6098], [-3.4466, 2.8681, -2.6825], [-3.7977, 1.3799, -3.5936], [-2.1155, 1.9290, -3.4212]], "forces_ev_per_angstrom": [[-0.5, -0.2, -0.2], [0.5, 0.3, 0.0], [0.0, -0.1, 0.1], [-0.3, 0.1, -0.2], [-0.1, 0.1, -0.1], [-0.1, 0.1, 0.1], [0.1, -0.2, -0.1], [-0.3, 0.7, -0.2], [0.1, -1.7, 0.2], [0.1, 1.5, -0.3], [0.4, 0.0, 1.1], [-0.4, -0.6, -0.7], [0.2, 0.7, 0.4], [0.4, 0.3, -0.4], [-0.1, 0.0, -0.1], [0.0, 0.0, 0.1], [0.0, 0.0, -0.1], [0.0, 0.0, 0.0], [0.0, 0.0, 0.0], [0.0, 0.0, 0.0], [-0.2, 0.3, 0.3], [-0.6, -0.5, -0.5], [0.2, 0.0, 0.1], [0.1, 0.1, 0.0], [0.0, 0.0, 0.0], [0.1, 0.0, -0.3], [0.4, -0.7, 0.8], [-0.1, 0.0, 0.0], [-0.1, -0.2, -0.1], [0.1, -0.2, 0.6], [0.0, 0.2, -0.3], [0.0, 0.0, 0.0], [0.0, 0.1, 0.0], [-0.1, 0.0, 0.1], [-0.1, -0.1, 0.1], [0.1, 0.0, 0.1], [0.0, 0.1, 0.0], [0.0, 0.1, 0.0], [0.0, -0.2, -0.1], [0.1, 0.0, 0.1], [0.0, -0.2, 0.2], [-0.1, 0.0, 0.0], [0.0, 0.0, -0.1], [0.1, 0.0, -0.1], [0.1, 0.0, 0.0], [0.0, 0.0, 0.1], [0.2, 0.0, -0.2], [0.1, 0.1, 0.1], [0.0, 0.1, 0.1], [0.0, 0.1, 0.0], [0.1, -0.1, -0.1], [-0.1, 0.0, 0.0], [0.0, -0.1, 0.0], [-0.1, -0.1, 0.0], [0.0, 0.1, 0.0], [0.0, 0.0, 0.0], [-0.2, -0.2, -0.3], [-0.1, 0.1, 0.0], [0.0, 0.0, -0.2], [0.0, 0.0, 0.0], [0.1, 0.1, 0.0], [0.0, 0.0, 0.0]], "smiles": "COc1ccc(CCn2nnnc2[C@@H](c2ccccc2)[NH+]2CCN(C)CC2)cc1OC", "gap_ha": 0.3428, "total_energy_ev": -37382.3489, "charge": 1, "relative_energy_kj_mol": 0.0, "max_force_ev_per_a": 1.70}

=====

What is the formula in the first record?
C32H58NO11PS